1.
DFT (ωB97M-V with the def2-TZVPD basis set) results for a 2-piece molecular cluster, C4H10O3 overall in a non-equilibrium geometry.

Each line ends with the Löwdin charge.
Geometry (Å):
C: 2.62364 0.56685 -0.72352  -0.51
O: 3.88145 -0.08590 -0.79183  -0.51
C: 1.48213 -0.26147 0.09629  -0.25
C: 0.22733 0.46151 -0.21477  -0.30
C: -0.98673 -0.28986 0.29303  -0.31
O: -2.24277 0.38096 0.01165  -0.13
H: 2.27609 0.67237 -1.87701  0.09
H: 2.74120 1.63862 -0.25732  0.08
H: 1.62360 -1.33042 -0.23975  0.11
H: 1.82805 -0.22248 1.15160  0.10
H: -0.01287 0.79220 -1.26909  0.12
H: 0.22781 1.45037 0.34186  0.12
H: -1.04881 -1.26580 -0.18217  0.10
H: -0.78166 -0.36027 1.44035  0.13
H: -2.85838 -0.31206 0.23458  -0.04
H: -4.40829 -0.89496 1.47106  -0.18
O: -4.57180 -0.93966 0.51505  -0.62

Molecular weight, g mol⁻¹: 106.1
Net charge: -2
LUMO level, eV: 6.9

=====

2.
DFT (ωB97M-V with the def2-TZVPD basis set) results for a 2-piece molecular cluster, C4H10O3 overall in a non-equilibrium geometry.

Each line ends with the Löwdin charge.
Geometry (Å):
C: -1.13864 1.92739 -1.63443  -0.59
O: -0.93150 3.24774 -1.63956  -0.41
C: -0.71703 1.24977 -0.23638  -0.24
C: -0.26072 -0.20459 -0.32493  -0.23
C: 0.38694 -0.61369 1.04252  -0.45
O: 0.25334 -1.98019 1.28520  -0.39
H: -2.24608 1.65151 -1.68824  0.06
H: -0.66472 1.30053 -2.44947  0.06
H: -1.55072 1.40056 0.42827  0.07
H: 0.08992 1.89626 0.13272  0.09
H: -1.11164 -0.89517 -0.33205  0.09
H: 0.32284 -0.39086 -1.21722  0.08
H: -0.08234 -0.01341 1.82545  0.07
H: 1.46823 -0.31116 1.06186  0.09
H: 1.59083 -2.51531 1.80858  0.03
H: 2.09022 -2.76876 0.54616  -0.03
O: 2.50106 -2.98063 1.39151  -0.28

Molecular weight, g mol⁻¹: 106.1
Net charge: -2
LUMO level, eV: 6.9

=====

3.
DFT (ωB97M-V with the def2-TZVPD basis set) results for a 3-piece molecular cluster, C4H10O3 overall in a non-equilibrium geometry.

Each line ends with the Löwdin charge.
Geometry (Å):
C: 1.66930 -1.18333 -1.47080  0.02
C: 1.22754 0.08496 -1.64204  -0.12
C: 0.37681 0.82033 -0.65474  -0.46
C: 0.53489 2.09796 -0.54641  0.04
O: -0.82988 0.23223 -0.46748  0.01
H: 1.11762 -1.69493 -0.61296  0.07
H: 2.18319 -1.88493 -2.15856  0.06
H: 1.82154 0.69526 -2.34337  0.10
H: -0.10480 2.96953 -0.24361  0.09
H: 1.43555 2.41271 -1.07500  0.06
H: -0.77752 -0.67777 -0.15990  0.02
O: -1.39996 0.23866 2.49717  -0.03
H: -1.00649 1.03040 2.09623  0.07
H: -2.08991 0.48621 3.11566  0.07
O: -1.44591 -1.86260 0.80342  -0.15
H: -1.32504 -1.06120 1.44752  0.03
H: -1.38692 -2.70348 1.41487  0.12

SMILES: C=CC(=C)O.O.O
Molecular weight, g mol⁻¹: 106.1
Net charge: 0
LUMO level, eV: 0.5

=====

4.
DFT (ωB97M-V with the def2-TZVPD basis set) results for a 2-piece molecular cluster, C4H10O3 overall.

Each line ends with the Löwdin charge.
Geometry (Å):
C: 0.54244 0.32495 -2.11362  -0.05
O: -0.39004 1.19671 -1.43479  -0.27
C: 0.04110 2.39693 -1.15580  0.06
C: -0.22263 0.00839 1.50242  -0.24
O: -1.36096 -0.33753 0.72774  -0.07
C: 0.59344 -1.25963 1.70835  -0.24
O: 0.80054 -1.89790 0.46396  -0.08
H: -0.01992 -0.18221 -2.89868  0.10
H: 0.91339 -0.39111 -1.37443  0.08
H: 1.35056 0.93370 -2.52282  0.09
H: 0.39672 0.75538 0.98439  0.11
H: -0.82985 2.82234 -0.59782  0.02
H: -0.53951 0.43233 2.46425  0.12
H: -1.36569 0.22333 -0.06084  0.06
H: 0.06731 -1.92949 2.40522  0.12
H: 1.57526 -1.02644 2.13004  0.12
H: -0.09295 -1.94890 0.08751  0.08

Molecular weight, g mol⁻¹: 106.1
Net charge: 0
LUMO level, eV: 0.4

=====

5.
DFT (ωB97M-V with the def2-TZVPD basis set) results for a 3-piece molecular cluster, C4H10O3 overall in a non-equilibrium geometry.

Each line ends with the Löwdin charge.
Geometry (Å):
C: 1.82245 -0.27870 0.23161  0.05
C: 1.01647 0.05067 -0.84384  -0.14
C: -0.14067 -0.74255 -1.20985  -0.37
C: -0.31692 -0.89643 -2.56561  0.08
O: -1.22591 -0.99320 -0.31328  -0.02
H: 1.40498 -0.94599 1.00600  0.06
H: 2.77316 0.20370 0.44878  0.06
H: 1.50220 0.62590 -1.53983  0.07
H: -1.06925 -1.60658 -3.00479  0.08
H: 0.35958 -0.46729 -3.30168  0.06
H: -0.83791 -1.58231 0.37265  0.13
O: -1.39579 1.52097 0.73046  -0.06
H: -1.44681 0.62235 0.29558  0.02
H: -1.70977 2.11255 0.07429  0.02
O: 0.03782 0.53513 3.40026  -0.06
H: -0.09209 0.80665 2.47292  0.00
H: -0.68156 1.03515 3.74636  0.01

SMILES: C=CC(=C)O.O.O
Molecular weight, g mol⁻¹: 106.1
Net charge: 0
LUMO level, eV: 0.6

=====

6.
DFT (ωB97M-V with the def2-TZVPD basis set) results for a 3-piece molecular cluster, C4H10O3 overall in a non-equilibrium geometry.

Each line ends with the Löwdin charge.
Geometry (Å):
C: 0.79973 -1.52598 -1.17265  0.03
C: 1.22507 -0.37241 -1.67420  -0.12
C: 0.75487 0.95547 -1.23156  -0.41
C: 1.08486 2.05982 -1.90317  0.07
O: 0.26245 1.04560 0.04891  0.02
H: 0.39998 -1.57656 -0.16756  0.03
H: 0.74965 -2.45145 -1.72797  0.06
H: 1.82708 -0.32494 -2.57627  0.10
H: 0.69057 3.03310 -1.67259  0.06
H: 1.55963 1.92531 -2.86238  0.06
H: 0.49451 0.22831 0.50947  0.06
O: 1.16791 -1.39076 2.32916  -0.05
H: 0.89128 -0.97100 3.15518  0.05
H: 0.37407 -1.89175 2.10326  0.04
O: -4.23627 0.16361 1.97630  -0.07
H: -4.32052 0.10889 2.93679  0.03
H: -3.72486 0.98472 1.92931  0.04

SMILES: C=CC(=C)O.O.O
Molecular weight, g mol⁻¹: 106.1
Net charge: 0
LUMO level, eV: 0.4

=====

7.
DFT (ωB97M-V with the def2-TZVPD basis set) results for C4H10O3 in the gas phase.

Each line ends with the Löwdin charge.
Geometry (Å):
C: 1.68139 0.84415 -0.14006  -0.06
O: 1.11578 -0.45165 0.01447  -0.29
C: 0.54052 -1.09035 -1.23152  -0.08
C: -0.53451 -0.68991 0.47546  -0.23
O: -0.45483 0.10643 1.64154  -0.02
C: -1.75352 -0.10766 -0.23297  -0.23
O: -1.53277 1.23697 -0.59990  -0.05
H: 2.00810 1.19755 0.84287  0.09
H: 0.94426 1.53186 -0.56626  0.09
H: 2.53673 0.73952 -0.81805  0.10
H: 0.43522 -0.28356 -1.96853  0.05
H: 1.29952 -1.80447 -1.57808  0.04
H: -0.56871 -1.74948 0.70592  0.14
H: 0.26690 -0.22794 2.19050  0.11
H: -2.59624 -0.17857 0.47638  0.13
H: -1.97362 -0.67345 -1.13258  0.12
H: -1.37908 1.71565 0.22679  0.09

Molecular weight, g mol⁻¹: 106.1
Net charge: 0
LUMO level, eV: 0.6

=====

8.
DFT (ωB97M-V with the def2-TZVPD basis set) results for a 2-piece molecular cluster, C4H10O3 overall in a non-equilibrium geometry.

Each line ends with the Löwdin charge.
Geometry (Å):
C: -2.66305 -0.31692 -0.50093  0.03
C: -1.55674 -0.03503 0.19248  -0.46
C: -0.77036 -1.04700 0.95962  -0.02
O: -1.15856 1.25824 0.40013  0.01
H: -3.10355 -1.29584 -0.48817  0.05
H: -3.31304 0.44347 -0.90409  0.05
H: -0.53187 -0.67223 1.95291  0.09
H: -1.32157 -1.97736 1.05304  0.08
H: 0.12937 -1.28154 0.39280  0.06
H: -1.74058 1.86082 -0.07779  0.11
C: 2.06416 1.21111 -0.62109  -0.07
O: 2.64371 0.17031 0.19236  -0.21
O: 2.37947 -1.15789 -0.29461  -0.06
H: 1.04234 1.38739 -0.28467  0.06
H: 2.12400 1.04625 -1.69877  0.09
H: 2.66650 2.07634 -0.35139  0.09
H: 3.10978 -1.67014 0.07817  0.10

SMILES: C=C(C)O.COO
Molecular weight, g mol⁻¹: 106.1
Net charge: 0
LUMO level, eV: 0.8

=====

9.
DFT (ωB97M-V with the def2-TZVPD basis set) results for a 3-piece molecular cluster, C4H10O3 overall in a non-equilibrium geometry.

Each line ends with the Löwdin charge.
Geometry (Å):
C: 1.62211 -0.31613 -0.66188  0.03
C: 0.38074 -0.03972 -1.04068  -0.11
C: -0.41451 0.92820 -0.24267  -0.45
C: -1.34369 1.75567 -0.73801  0.03
O: -0.18944 0.82101 1.09034  0.02
H: 2.09454 0.28268 0.11108  0.07
H: 2.30155 -1.01317 -1.14203  0.06
H: -0.02412 -0.07965 -2.04503  0.10
H: -2.12665 2.14245 -0.09352  0.05
H: -1.38571 2.06431 -1.77636  0.05
H: -0.52150 1.61462 1.54849  0.05
O: -0.78934 2.87093 2.87923  -0.04
H: -0.08922 3.35089 3.33681  0.06
H: -1.52660 3.49143 2.95830  0.06
O: 0.53204 -5.62195 -1.24443  -0.06
H: 1.35875 -5.75912 -1.71631  0.03
H: 0.12106 -6.49243 -1.22332  0.03

SMILES: C=CC(=C)O.O.O
Molecular weight, g mol⁻¹: 106.1
Net charge: 0
LUMO level, eV: 0.5

=====

10.
DFT (ωB97M-V with the def2-TZVPD basis set) results for a 2-piece molecular cluster, C4H10O3 overall in a non-equilibrium geometry.

Each line ends with the Löwdin charge.
Geometry (Å):
C: -1.19177 -0.70652 -1.51784  -0.16
C: -0.24171 0.46082 -2.01712  -0.26
C: 0.78597 1.10763 -0.98452  -0.08
C: 1.27209 0.18003 0.20212  -0.46
O: 0.67779 -0.20737 1.24785  0.03
O: 2.61408 0.15436 0.09334  0.07
H: -0.58399 -1.64034 -1.06850  0.11
H: -1.70671 -1.13179 -2.42786  0.06
H: -2.07481 -0.34473 -0.85020  0.09
H: -0.99986 1.23808 -2.48147  0.13
H: 0.11820 -0.02396 -2.92949  0.08
H: 1.72361 1.40570 -1.59879  0.13
H: 0.32177 2.01978 -0.56536  0.12
H: 2.94624 -0.07837 0.98710  0.14
O: -1.61684 -0.76807 4.56411  -0.08
H: -1.04559 -0.42980 5.32604  0.07
H: -0.99847 -1.23545 4.02058  0.01

SMILES: CCCC(=O)O.O
Molecular weight, g mol⁻¹: 106.1
Net charge: 0
LUMO level, eV: 0.6

=====

11.
DFT (ωB97M-V with the def2-TZVPD basis set) results for C4H10O3P2 in the gas phase.

Each line ends with the Löwdin charge.
Geometry (Å):
O: -1.38677 -0.48965 -2.62623  -0.42
P: -1.77233 -0.70167 -1.21515  0.71
C: -0.71310 0.02725 0.07075  -0.44
C: -0.15303 1.39337 -0.35184  -0.16
C: 1.04346 0.94537 -1.16986  -0.18
O: 1.63011 -0.09444 -0.37672  -0.15
C: 0.59548 -0.74371 0.34829  -0.45
P: 1.05802 -0.72221 2.13552  0.73
O: 0.81862 -1.98156 2.87033  -0.43
H: -3.03072 -0.17875 -0.85572  0.02
H: -1.87578 -2.04670 -0.80936  0.02
H: -1.33482 0.06110 0.97194  0.11
H: 0.20440 1.89946 0.55009  0.12
H: -0.83904 2.04878 -0.88602  0.12
H: 0.70896 0.52921 -2.12419  0.11
H: 1.78543 1.71794 -1.35538  0.13
H: 0.52916 -1.81123 0.10410  0.12
H: 2.38150 -0.25151 2.09073  0.02
H: 0.35044 0.39895 2.62872  0.02

SMILES: O=[PH2][C@@H]1CCO[C@H]1[PH2]=O
Molecular weight, g mol⁻¹: 168.1
Net charge: 0
LUMO level, eV: 0.7

=====

12.
DFT (ωB97M-V with the def2-TZVPD basis set) results for C4H10O3S in the gas phase in a non-equilibrium geometry.

Each line ends with the Löwdin charge.
Geometry (Å):
C: -1.05754 1.41830 -0.35503  -0.08
C: -1.09337 0.24534 0.49096  -0.39
C: -2.16001 -0.77691 0.26367  -0.05
O: 0.22355 -0.39724 -0.00637  -0.35
S: 1.59410 0.22133 0.31448  0.55
C: 2.47688 -1.10939 -0.52240  -0.17
O: 1.88106 1.41564 -0.41165  -0.31
O: 1.61214 0.46901 1.83720  -0.35
H: -0.93519 0.94708 -1.43660  0.15
H: -2.02124 1.92066 -0.26082  0.10
H: -0.35612 2.14763 -0.25968  0.04
H: -0.68677 0.58448 1.53806  0.17
H: -2.04182 -1.62042 1.02203  0.11
H: -3.19284 -0.48403 0.52356  0.09
H: -2.18516 -1.09991 -0.83135  0.12
H: 3.68824 -0.70237 -0.74382  0.15
H: 1.79200 -1.17140 -1.50875  0.11
H: 2.46209 -2.00779 0.34649  0.13

SMILES: CC(C)OS(C)(=O)=O
Molecular weight, g mol⁻¹: 138.2
Net charge: 0
LUMO level, eV: 0.6

=====

In order of appearance, highest occupied orbital energy = 0.0026; 0.0226; -0.3243; -0.3363; -0.3332; -0.3141; -0.2592; -0.3204; -0.2952; -0.3888; -0.3690; -0.3784 hartree.
In order of appearance, energy above the lowest of the compared OMol25 structures with the same formula, charge and spin = 1.196; 0.815; 3.068; 4.398; 2.766; 2.437; 6.502; 4.602; 2.473; 1.563; 0.000; 3.755 eV.